Computed, not measured: a 12-piece molecular cluster, C72H48O24 overall, with ωB97M-V/def2-TZVPD.

The geometry in XYZ format:
```
144
Properties=species:S:1:pos:R:3
C -7.43 4.45 27.79
C -6.05 -1.60 32.79
C -10.39 -2.45 29.20
O -5.91 -1.17 28.55
H -9.41 1.85 17.63
H -9.29 -2.50 26.00
C -5.22 1.84 30.22
O -5.91 2.11 29.28
H -11.28 -5.28 27.21
H -5.95 1.04 27.21
H -1.32 3.07 25.69
O -1.11 -6.04 27.18
H -5.51 -5.79 24.50
O -8.38 -1.57 32.87
H -10.43 -3.92 23.70
C -9.48 1.41 18.59
C -6.49 -6.19 24.27
C -10.79 -4.46 21.56
C -4.86 -2.19 32.52
C -8.52 -1.71 26.15
C -7.64 -1.95 27.13
C -6.60 -1.01 27.59
O -8.79 3.46 19.61
H -9.63 -2.10 29.91
O -13.80 -1.79 21.85
C -3.32 0.63 23.30
C -5.74 2.19 31.59
C -11.65 -4.20 20.38
C -1.67 -2.06 28.19
C -2.61 1.68 22.82
C -7.32 -3.49 31.89
H -5.61 1.96 33.65
O -1.86 -0.86 28.21
C -5.12 5.83 28.89
C -6.54 0.29 26.78
H -8.08 -8.49 22.10
H -6.12 -0.66 33.31
C -1.27 -4.83 27.48
C -6.05 4.66 22.44
C -2.57 1.31 25.62
H -3.74 -0.06 22.62
C -12.42 -2.03 27.87
H -9.36 2.42 21.96
C -2.61 -4.36 27.87
H -13.39 -3.20 19.76
O -10.13 -1.65 20.34
H -7.43 -4.73 25.45
C -0.29 -2.64 27.90
C -9.77 0.43 21.29
C -1.87 2.32 25.08
C -12.30 -3.37 27.23
C -11.39 -4.25 27.59
H -8.30 3.95 27.44
C -9.44 1.72 21.11
C -12.92 -2.65 21.85
H -8.47 5.32 29.44
H -3.36 -5.15 27.90
C -3.30 0.31 24.78
C -0.14 -3.91 27.51
O -7.07 3.14 23.84
H -5.47 -1.89 18.51
C -7.57 -5.62 24.79
O -9.25 -4.42 28.49
C -3.97 1.03 30.08
H -9.93 -7.50 23.02
C -6.48 -3.84 18.51
H -3.64 0.71 29.11
C -10.26 -3.77 28.44
C -5.96 -2.69 19.03
C -6.58 -7.33 23.27
C -5.39 2.39 20.77
C -5.31 4.85 21.33
H -3.78 -2.69 28.44
H -6.16 -5.09 31.10
O -6.90 -6.08 18.96
C -7.58 5.15 28.87
C -8.34 -0.50 25.32
H -10.11 -0.59 18.07
H -9.83 0.08 22.27
O -6.07 -1.39 20.97
C -6.94 -4.74 20.88
O -1.27 3.59 23.19
C -4.89 4.95 27.92
C -4.92 3.74 20.39
C -7.91 -7.72 22.85
H -7.37 -5.55 21.45
C -8.93 -6.09 24.46
O -3.82 -0.74 25.22
O -9.06 -0.36 24.38
C -9.94 -0.49 20.23
C -11.36 -1.62 28.83
H -6.70 2.59 31.61
O -9.95 -5.56 24.86
H -6.52 -4.08 17.47
H -11.50 -0.58 29.15
C -9.20 2.33 19.75
C -12.70 -3.37 20.54
C -12.10 -2.90 23.01
H -13.07 -3.61 26.51
C -6.03 4.22 27.26
H -2.51 -0.07 31.20
H -6.36 5.48 23.10
C -11.08 -3.69 22.86
H -3.92 4.73 27.51
O -13.42 -1.31 27.69
H -7.69 -2.81 27.80
H -2.64 1.91 21.79
O -4.18 3.91 19.41
H -2.51 1.07 26.67
C -6.49 5.95 29.40
C -6.04 2.19 21.92
C -9.82 0.14 18.83
H -6.49 1.30 22.32
C -6.46 3.29 22.82
C -6.17 -4.08 31.46
C -2.82 -3.09 28.22
H -8.33 -3.92 31.80
H 0.78 -4.36 27.20
C -6.85 -4.97 19.39
C -1.82 2.55 23.62
H -12.27 -2.31 23.91
H 0.53 -1.86 27.92
H -7.26 1.36 25.13
O -3.17 0.83 33.55
C -4.82 -3.52 31.71
C -3.81 1.07 32.56
O -3.80 -4.11 31.43
H -5.18 1.63 20.05
H -4.35 6.40 29.42
O -9.81 -5.17 21.51
C -7.36 -2.17 32.52
C -6.47 -3.64 21.44
C -6.16 -2.51 20.55
C -5.11 1.83 32.69
H -5.01 5.89 21.05
O -6.69 6.84 30.28
C -7.31 0.48 25.73
H -6.55 -3.42 22.52
C -9.00 -7.15 23.38
C -3.38 0.64 31.19
O -5.56 -7.80 22.80
H -11.37 -4.81 19.48
O -5.83 3.46 26.34
H -3.91 -1.94 32.95
```

E   -4577.71636 Eh
Energy relative to the best compared isomer or geometry (same formula, charge and spin)   86.2 kJ/mol
E_LUMO   -2.05 eV
SMILES   O=C1C=CC(=O)C=C1.O=C1C=CC(=O)C=C1.O=C1C=CC(=O)C=C1.O=C1C=CC(=O)C=C1.O=C1C=CC(=O)C=C1.O=C1C=CC(=O)C=C1.O=C1C=CC(=O)C=C1.O=C1C=CC(=O)C=C1.O=C1C=CC(=O)C=C1.O=C1C=CC(=O)C=C1.O=C1C=CC(=O)C=C1.O=C1C=CC(=O)C=C1
Frontier orbital gap   8.05 eV